Here is a single C5H14N2O molecule from the OMol25 dataset. Energies are from wB97M-V/def2-TZVPD.

As for the HOMO-LUMO gap: 9.8 eV. The HOMO energy comes out at -8.78 eV. As for the SMILES: CN[C@@H](C)[C@H](C)ON. As for the total energy: -383.59047 hartree.

The geometry in ORCA input format:
```
! wB97M-V def2-TZVPD RIJCOSX def2/J DEFGRID3
* xyz 0 1
C -2.477 1.086 -0.434
N -1.494 0.029 -0.559
C -0.198 0.361 0.016
C -0.283 0.399 1.542
C 0.834 -0.683 -0.460
C 0.533 -2.084 0.052
O 2.143 -0.360 -0.012
N 2.642 0.809 -0.670
H -3.373 0.798 -0.981
H -2.740 1.208 0.616
H -2.125 2.056 -0.818
H -1.368 -0.189 -1.544
H 0.164 1.345 -0.341
H -0.880 -0.435 1.898
H -0.736 1.326 1.881
H 0.717 0.330 1.961
H 0.835 -0.680 -1.561
H 1.152 -2.813 -0.464
H 0.750 -2.138 1.114
H -0.516 -2.306 -0.117
H 2.957 1.431 0.073
H 3.464 0.506 -1.192
*
```


Here is 2 unconnected molecules or ions with the total composition C6H12O4 in a non-equilibrium geometry from the OMol25 dataset. Energies are from wB97M-V/def2-TZVPD.

As for the HOMO-LUMO gap: 10.6 eV. The HOMO energy comes out at -9.89 eV. As for the SMILES: C[C@]1(O)O[C@]1(C)O.CC=O. As for the total energy: -536.74055 hartree.

The geometry in ORCA input format:
```
! wB97M-V def2-TZVPD RIJCOSX def2/J DEFGRID3
* xyz 0 1
C -0.956 1.776 -0.192
C 0.216 1.146 0.532
O -0.103 0.472 1.706
O 1.399 1.895 0.568
C 1.426 0.723 -0.203
C 2.315 -0.389 0.306
O 1.469 0.919 -1.567
H -0.603 2.623 -0.759
H -1.411 1.066 -0.868
H -1.697 2.121 0.534
H -0.113 1.108 2.443
H 2.143 -0.549 1.365
H 2.099 -1.302 -0.245
H 3.353 -0.111 0.140
H 0.788 0.371 -1.986
C -1.993 -1.639 0.126
C -0.825 -1.773 -0.782
O -0.575 -1.052 -1.713
H -2.381 -2.615 0.417
H -1.625 -1.143 1.025
H -2.774 -1.029 -0.318
H -0.152 -2.619 -0.530
*
```


Here is 8 unconnected molecules or ions with the total composition C45H90O3S in a non-equilibrium geometry from the OMol25 dataset. Energies are from wB97M-V/def2-TZVPD.

As for the HOMO-LUMO gap: 9.6 eV. The HOMO energy comes out at -9.13 eV. As for the SMILES: CCOS(C)(=O)=O.c1ccccc1.c1ccccc1.CCCCCC.CCCCCC.CCCCCC.CCCCCC.CCCCCC. As for the total energy: -2392.46948 hartree.

The geometry in ORCA input format:
```
! wB97M-V def2-TZVPD RIJCOSX def2/J DEFGRID3
* xyz 0 1
C 2.989 4.374 5.954
C 2.942 2.922 5.516
O 4.152 2.584 4.773
S 4.042 2.669 3.194
C 5.486 1.740 2.771
O 2.890 1.935 2.769
O 4.197 4.025 2.785
H 2.176 4.606 6.640
H 2.849 5.013 5.077
H 3.960 4.654 6.358
H 2.944 2.246 6.367
H 2.086 2.711 4.878
H 5.198 0.695 2.745
H 6.270 1.922 3.499
H 5.762 2.133 1.795
C -6.650 -2.145 -1.837
C -5.847 -1.458 -2.735
C -4.680 -0.850 -2.285
C -4.272 -1.013 -0.976
C -5.064 -1.701 -0.073
C -6.239 -2.289 -0.510
H -7.565 -2.600 -2.194
H -6.190 -1.430 -3.762
H -4.090 -0.295 -3.005
H -3.410 -0.497 -0.570
H -4.794 -1.689 0.974
H -6.952 -2.693 0.201
C 1.134 -1.900 0.584
C 1.556 -0.660 1.039
C 0.917 0.506 0.644
C -0.194 0.409 -0.178
C -0.561 -0.807 -0.744
C 0.054 -1.963 -0.280
H 1.509 -2.823 1.004
H 2.406 -0.573 1.709
H 1.255 1.485 0.957
H -0.533 1.338 -0.628
H -1.340 -0.860 -1.492
H -0.222 -2.915 -0.722
C 1.644 -3.324 3.702
C 3.013 -2.746 4.046
C 3.997 -3.801 4.532
C 3.861 -4.262 5.988
C 3.603 -3.125 6.973
C 3.612 -3.640 8.420
H 0.951 -2.543 3.398
H 1.199 -3.863 4.548
H 1.741 -4.122 2.960
H 3.421 -2.303 3.131
H 2.919 -1.921 4.755
H 5.020 -3.418 4.402
H 3.975 -4.644 3.833
H 2.952 -4.881 6.055
H 4.677 -4.925 6.276
H 4.366 -2.353 6.851
H 2.584 -2.770 6.826
H 2.997 -4.542 8.466
H 4.602 -3.841 8.829
H 3.156 -2.907 9.089
C -7.828 4.841 -3.836
C -6.788 4.066 -3.015
C -5.541 3.755 -3.803
C -4.662 2.683 -3.145
C -3.897 3.095 -1.890
C -2.506 2.513 -1.774
H -7.458 5.847 -4.063
H -8.741 4.985 -3.260
H -8.008 4.351 -4.793
H -6.643 4.636 -2.094
H -7.280 3.140 -2.691
H -4.958 4.679 -3.882
H -5.734 3.415 -4.822
H -5.320 1.850 -2.871
H -3.968 2.256 -3.878
H -3.797 4.191 -1.879
H -4.447 2.867 -0.973
H -1.848 2.825 -2.592
H -1.983 2.850 -0.879
H -2.582 1.423 -1.763
C 0.958 -11.361 -3.688
C 0.090 -10.452 -2.831
C 0.547 -8.980 -2.933
C -0.253 -8.071 -1.981
C 0.461 -7.710 -0.706
C -0.333 -6.773 0.198
H 1.971 -11.380 -3.274
H 1.073 -10.902 -4.673
H 0.587 -12.378 -3.780
H -0.955 -10.506 -3.153
H 0.086 -10.753 -1.778
H 0.320 -8.678 -3.956
H 1.617 -8.976 -2.720
H -0.632 -7.194 -2.519
H -1.197 -8.580 -1.743
H 0.643 -8.633 -0.144
H 1.437 -7.243 -0.865
H -1.351 -7.120 0.368
H 0.165 -6.688 1.172
H -0.320 -5.731 -0.134
C 2.790 -0.337 -4.164
C 2.190 0.691 -3.193
C 3.237 1.229 -2.212
C 2.892 2.569 -1.614
C 4.036 3.117 -0.764
C 3.756 4.508 -0.236
H 2.003 -0.981 -4.556
H 3.492 -0.974 -3.618
H 3.328 0.134 -4.985
H 1.796 1.530 -3.778
H 1.371 0.200 -2.669
H 4.210 1.318 -2.707
H 3.319 0.428 -1.466
H 2.727 3.275 -2.438
H 2.010 2.575 -0.972
H 4.176 2.422 0.076
H 4.981 3.082 -1.317
H 4.537 4.862 0.434
H 3.604 5.201 -1.066
H 2.859 4.512 0.387
C 0.064 4.463 0.856
C -0.197 5.844 0.240
C -1.098 5.750 -0.994
C -1.503 7.118 -1.532
C -2.767 7.159 -2.378
C -2.567 6.537 -3.758
H 0.817 4.493 1.647
H 0.409 3.708 0.143
H -0.856 4.075 1.301
H -0.735 6.383 1.028
H 0.738 6.379 0.061
H -1.964 5.175 -0.652
H -0.559 5.208 -1.774
H -1.549 7.866 -0.734
H -0.679 7.467 -2.172
H -3.604 6.679 -1.858
H -3.070 8.204 -2.488
H -1.941 7.183 -4.375
H -2.124 5.538 -3.710
H -3.516 6.378 -4.272
*
```


Here is a molecular structure, C19H32N3O2PReSi in a non-equilibrium geometry from the OMol25 dataset. Energies are from wB97M-V/def2-TZVPD.

As for the HOMO-LUMO gap (spin up / spin down): 5.3 / 6.0 eV. The HOMO energy (spin up / spin down) comes out at -5.73 / -7.10 eV. As for the expectation value of S²: 3.79. As for the total energy: -1766.92933 hartree.

The geometry in ORCA input format:
```
! wB97M-V def2-TZVPD RIJCOSX def2/J DEFGRID3
* xyz 0 4
Re -0.280 0.127 0.164
Si -1.466 1.645 1.710
P -1.727 0.663 -1.396
N 0.987 1.211 -0.477
H -1.231 -1.549 -0.762
C -1.576 -0.277 -3.018
H -2.406 0.006 -3.704
H -1.624 -1.352 -2.748
H -0.579 -0.041 -3.452
C -3.582 0.565 -1.115
H -4.084 0.839 -2.070
H -3.845 1.275 -0.304
H -3.832 -0.476 -0.821
C -1.596 2.411 -2.115
H -2.400 2.537 -2.873
H -0.591 2.498 -2.580
H -1.704 3.135 -1.283
C -2.854 0.991 2.708
H -2.526 0.138 3.284
H -3.705 0.715 2.105
H -3.157 1.774 3.393
H -0.445 2.142 2.714
H -1.991 2.945 1.121
C 1.822 2.186 -0.749
C 3.872 3.010 -1.785
C 2.988 1.970 -1.564
C 1.641 3.490 -0.155
C 2.558 4.496 -0.420
C 3.658 4.289 -1.251
H 4.735 2.832 -2.437
H 3.104 0.950 -1.987
H 0.750 3.614 0.489
H 2.373 5.486 0.020
H 4.374 5.085 -1.421
C -1.363 -2.310 0.336
O -1.025 -1.329 1.340
C -0.359 -3.527 0.550
H -0.831 -4.558 0.586
H 0.273 -3.380 1.490
H 0.286 -3.500 -0.358
C -2.877 -2.675 0.767
H -3.445 -3.335 0.072
H -3.402 -1.726 0.901
H -2.913 -3.165 1.756
N 4.381 -2.838 4.944
C 4.537 -2.765 3.555
O 5.487 -3.178 2.993
C 3.369 -2.052 2.851
C 2.289 -1.406 3.489
C 1.385 -0.669 2.749
N 1.383 -0.650 1.398
C 2.400 -1.284 0.783
C 3.404 -1.959 1.449
H 5.111 -3.302 5.441
H 3.560 -2.581 5.439
H 2.148 -1.509 4.589
H 0.649 -0.038 3.266
H 2.427 -1.222 -0.308
H 4.221 -2.453 0.875
*
```